Entry 1:
The following is a DFT calculation (wB97M-V/def2-TZVPD) of the ion C3H4N2S with charge +2.

Summary:
LUMO energy (spin up / spin down) = -0.5651 / -0.5652 hartree
2S+1 = 1
E_HOMO (spin up / spin down) = -0.780 / -0.780 Ha
energy relative to the best compared isomer or geometry (same formula, charge and spin) = 80.8 kJ/mol
HOMO-LUMO gap (spin up / spin down) = 5.8 / 5.8 eV
charge = +2

Geometry (Å):
C (-0.93, -1.01, -2.23)
C (-0.04, 0.07, -0.17)
C (-0.15, -0.83, 1.01)
N (-0.61, -0.38, -1.32)
N (0.56, 1.29, -0.19)
S (0.94, 2.43, -1.47)
H (-1.00, -1.52, 0.75)
H (-0.32, -0.31, 1.94)
H (0.79, -1.50, 0.99)
H (0.74, 1.75, 0.71)

***

Entry 2:
The following is a DFT calculation (wB97M-V/def2-TZVPD) of a cluster of 5 separate species, C36H50Br2ClF12N4O14PS3 in total.

Summary:
LUMO energy = -0.0602 hartree
2S+1 = 1
E_HOMO = -0.320 Ha
HOMO-LUMO gap = 7.1 eV

Geometry (Å):
C (-4.55, 1.77, -1.69)
C (-3.85, 2.83, -0.83)
Br (-3.91, 4.55, -1.81)
C (-2.38, 2.53, -0.58)
Br (-1.52, 3.87, 0.57)
C (-2.06, 1.17, -0.01)
C (-2.55, 0.69, 1.25)
P (-3.75, 1.75, 2.24)
N (-3.65, 1.06, 3.80)
O (-5.25, 1.25, 1.66)
N (-2.27, -0.43, 1.83)
N (-1.41, -1.23, 1.20)
C (-1.06, -2.46, 1.92)
C (0.05, -2.17, 2.94)
C (1.40, -1.89, 2.28)
C (2.51, -1.53, 3.29)
S (3.17, 0.12, 3.05)
O (2.28, 1.12, 3.56)
O (4.48, 0.14, 3.62)
Cl (3.43, 0.40, 1.05)
C (-0.92, -0.91, 0.02)
C (0.07, -1.90, -0.63)
O (1.22, -1.45, -0.78)
O (-0.35, -3.02, -0.95)
C (-1.20, 0.30, -0.67)
C (-0.58, 0.56, -2.00)
C (-1.05, -0.45, -3.09)
C (-0.56, 0.08, -4.46)
S (-1.81, 1.06, -5.32)
C (-1.36, 2.76, -5.16)
S (0.11, 3.27, -4.65)
N (-2.33, 3.71, -5.53)
C (-2.17, 4.20, -6.92)
C (-2.99, 3.39, -7.92)
O (-4.36, 3.47, -7.55)
C (-4.49, 2.68, -6.38)
C (-3.72, 3.34, -5.22)
H (-5.31, 1.24, -1.11)
H (-3.85, 1.09, -2.17)
H (-5.10, 2.26, -2.49)
H (-4.43, 3.02, 0.07)
H (-1.88, 2.66, -1.54)
H (-3.53, 0.05, 3.71)
H (-4.59, 1.15, 4.20)
H (-5.13, 0.60, 0.96)
H (-1.96, -2.72, 2.48)
H (-0.87, -3.28, 1.24)
H (-0.25, -1.24, 3.45)
H (0.09, -2.92, 3.73)
H (1.27, -1.02, 1.64)
H (1.65, -2.76, 1.68)
H (2.22, -1.59, 4.33)
H (3.37, -2.19, 3.13)
H (-0.75, 1.56, -2.38)
H (0.50, 0.42, -1.94)
H (-0.58, -1.43, -2.94)
H (-2.14, -0.56, -3.07)
H (0.30, 0.72, -4.26)
H (-0.28, -0.74, -5.11)
H (-2.48, 5.25, -6.96)
H (-1.12, 4.12, -7.18)
H (-2.92, 3.90, -8.89)
H (-2.64, 2.36, -7.99)
H (-5.54, 2.62, -6.08)
H (-4.16, 1.66, -6.58)
H (-4.25, 4.27, -4.99)
H (-3.78, 2.71, -4.34)
C (0.45, 9.78, 3.73)
C (-0.27, 8.53, 4.18)
O (-1.38, 8.23, 3.32)
C (-1.09, 7.60, 2.19)
O (0.00, 7.27, 1.82)
C (-2.38, 7.30, 1.41)
F (-3.21, 8.35, 1.38)
F (-3.05, 6.29, 1.98)
F (-2.12, 6.96, 0.15)
H (-0.26, 10.62, 3.67)
H (1.23, 10.04, 4.44)
H (0.89, 9.65, 2.75)
H (-0.69, 8.66, 5.17)
H (0.41, 7.68, 4.23)
C (3.82, 2.90, 5.99)
C (4.24, 4.33, 6.23)
O (3.10, 5.16, 6.55)
C (2.68, 5.13, 7.80)
O (3.15, 4.48, 8.69)
C (1.50, 6.10, 7.98)
F (0.62, 5.99, 6.98)
F (1.94, 7.37, 8.00)
F (0.86, 5.87, 9.12)
H (3.05, 2.84, 5.22)
H (4.68, 2.30, 5.67)
H (3.41, 2.45, 6.89)
H (4.67, 4.76, 5.33)
H (4.99, 4.41, 7.01)
C (3.33, -5.24, 0.48)
C (2.50, -6.22, -0.31)
O (2.69, -7.57, 0.17)
C (1.99, -7.89, 1.25)
O (1.24, -7.17, 1.84)
C (2.24, -9.36, 1.64)
F (3.54, -9.67, 1.59)
F (1.58, -10.19, 0.82)
F (1.81, -9.60, 2.88)
H (4.38, -5.53, 0.48)
H (3.24, -4.24, 0.06)
H (3.01, -5.20, 1.52)
H (2.82, -6.23, -1.35)
H (1.44, -5.96, -0.30)
C (2.20, -9.54, -2.39)
C (2.58, -10.68, -3.31)
O (2.38, -10.32, -4.69)
C (3.35, -9.61, -5.25)
O (4.35, -9.23, -4.72)
C (3.01, -9.35, -6.73)
F (1.73, -8.99, -6.89)
F (3.21, -10.47, -7.45)
F (3.78, -8.40, -7.24)
H (1.17, -9.22, -2.59)
H (2.28, -9.85, -1.35)
H (2.84, -8.68, -2.54)
H (1.95, -11.54, -3.13)
H (3.61, -10.99, -3.14)

***

Entry 3:
The following is a DFT calculation (wB97M-V/def2-TZVPD) of a structure of composition C3H6INS.

Summary:
LUMO energy (spin up / spin down) = -0.0048 / -0.0013 hartree
2S+1 = 1
E_HOMO (spin up / spin down) = -0.291 / -0.281 Ha
energy relative to the best compared isomer or geometry (same formula, charge and spin) = 314.5 kJ/mol
HOMO-LUMO gap (spin up / spin down) = 7.8 / 7.6 eV

Geometry (Å):
C (1.19, -2.15, -0.42)
C (1.40, -0.91, 0.00)
C (-1.71, 1.57, -0.38)
N (0.41, 1.34, 0.87)
S (0.38, -0.18, 1.22)
I (-2.56, -0.21, -0.20)
H (1.74, -2.56, -1.10)
H (0.46, -2.81, 0.04)
H (2.27, -0.36, -0.15)
H (-1.35, 1.90, -1.39)
H (-2.13, 2.37, 0.06)
H (-0.12, 1.99, 1.46)

***

Entry 4:
The following is a DFT calculation (wB97M-V/def2-TZVPD) of a structure of composition C37H46CoN6O2S5Se.

Summary:
LUMO energy (spin up / spin down) = -0.0185 / -0.0153 hartree
2S+1 = 2
E_HOMO (spin up / spin down) = -0.213 / -0.213 Ha
energy relative to the best compared isomer or geometry (same formula, charge and spin) = 21.5 kJ/mol
HOMO-LUMO gap (spin up / spin down) = 5.3 / 5.4 eV

Geometry (Å):
Co (-0.16, -2.00, -0.11)
C (-3.06, 3.58, 3.13)
C (-2.51, 2.37, 3.89)
C (-3.60, 1.85, 4.83)
C (-1.28, 2.81, 4.71)
C (-2.06, 1.26, 2.94)
C (-1.73, 0.00, 3.43)
C (-1.28, -0.98, 2.57)
N (-1.17, -0.79, 1.26)
C (-1.50, 0.41, 0.76)
C (-1.92, 1.45, 1.58)
C (-1.38, 0.51, -0.70)
C (-2.10, 1.43, -1.45)
C (-2.02, 1.44, -2.84)
C (-1.19, 0.48, -3.41)
C (-0.50, -0.40, -2.60)
N (-0.56, -0.39, -1.27)
C (-2.76, 2.49, -3.64)
C (-2.13, 3.86, -3.34)
C (-4.25, 2.51, -3.25)
C (-2.66, 2.24, -5.15)
H (-3.43, 4.32, 3.85)
H (-3.89, 3.29, 2.49)
H (-2.29, 4.07, 2.53)
H (-4.00, 2.68, 5.42)
H (-3.22, 1.10, 5.52)
H (-4.42, 1.41, 4.26)
H (-1.57, 3.57, 5.44)
H (-0.51, 3.23, 4.06)
H (-0.85, 1.96, 5.24)
H (-1.81, -0.23, 4.49)
H (-1.00, -1.96, 2.94)
H (-2.13, 2.41, 1.13)
H (-2.74, 2.13, -0.93)
H (-1.08, 0.38, -4.48)
H (0.16, -1.14, -3.04)
H (-2.21, 4.12, -2.28)
H (-2.64, 4.64, -3.92)
H (-1.07, 3.86, -3.61)
H (-4.39, 2.80, -2.21)
H (-4.70, 1.53, -3.39)
H (-4.78, 3.23, -3.87)
H (-1.62, 2.31, -5.49)
H (-3.23, 3.00, -5.68)
H (-3.06, 1.26, -5.41)
O (-2.96, -8.25, 0.11)
C (-2.49, -7.15, 0.08)
S (-2.97, -5.89, -1.07)
C (-1.89, -4.63, -0.49)
C (-1.08, -4.95, 0.54)
S (0.05, -3.86, 1.24)
S (-1.21, -6.59, 1.18)
S (-1.89, -3.09, -1.27)
C (3.36, 0.67, 4.40)
C (2.68, 1.93, 3.85)
C (1.88, 1.67, 2.58)
N (2.71, 1.22, 1.47)
C (2.78, -0.03, 1.01)
S (1.93, -1.32, 1.66)
N (3.67, -0.28, -0.01)
C (4.28, 0.55, -0.96)
O (5.28, 0.17, -1.53)
C (3.64, 1.86, -1.28)
C (2.26, 1.97, -1.39)
C (1.69, 3.16, -1.80)
C (2.50, 4.25, -2.11)
C (3.88, 4.14, -2.02)
C (4.45, 2.94, -1.61)
H (3.87, 0.89, 5.33)
H (4.08, 0.27, 3.69)
H (2.62, -0.11, 4.59)
H (3.44, 2.69, 3.65)
H (2.00, 2.33, 4.60)
H (1.37, 2.59, 2.27)
H (1.12, 0.90, 2.76)
H (3.35, 1.90, 1.10)
H (3.88, -1.27, -0.14)
H (1.63, 1.12, -1.17)
H (0.61, 3.24, -1.89)
H (2.05, 5.18, -2.43)
H (4.51, 4.98, -2.27)
H (5.53, 2.83, -1.54)
C (0.07, -4.89, -3.41)
N (0.98, -5.33, -2.38)
C (1.13, -6.63, -1.93)
C (2.06, -6.61, -0.96)
N (2.49, -5.31, -0.82)
C (3.47, -4.83, 0.12)
C (1.79, -4.52, -1.67)
Se (1.98, -2.70, -1.85)
H (-0.24, -5.74, -4.01)
H (0.57, -4.16, -4.04)
H (-0.80, -4.41, -2.96)
H (0.56, -7.44, -2.34)
H (2.46, -7.41, -0.36)
H (3.88, -5.67, 0.66)
H (3.00, -4.14, 0.82)
H (4.27, -4.31, -0.41)

***

Entry 5:
The following is a DFT calculation (wB97M-V/def2-TZVPD) of a cluster of 2 separate species, C4H12 in total.

Summary:
SMILES string = CC.CC
LUMO energy = 0.0425 hartree
2S+1 = 1
E_HOMO = -0.408 Ha
energy relative to the best compared isomer or geometry (same formula, charge and spin) = 63.9 kJ/mol
HOMO-LUMO gap = 12.2 eV

Geometry (Å):
C (-0.59, -1.84, -1.30)
C (0.44, -0.88, -1.94)
H (-1.65, -1.61, -1.43)
H (-0.26, -2.85, -1.54)
H (-0.57, -1.72, -0.20)
H (0.67, -0.05, -1.28)
H (1.34, -1.44, -2.17)
H (0.00, -0.54, -2.88)
C (0.49, 2.00, 1.42)
C (-0.28, 0.78, 1.84)
H (1.10, 1.73, 0.55)
H (-0.17, 2.79, 1.07)
H (1.28, 2.40, 2.05)
H (0.20, 0.13, 2.57)
H (-0.68, 0.18, 1.02)
H (-1.32, 0.94, 2.21)

***

Entry 6:
The following is a DFT calculation (wB97M-V/def2-TZVPD) of a structure of composition C47H37AsBrF6N3P2PbS2.

Summary:
LUMO energy (spin up / spin down) = 0.0820 / 0.0438 hartree
2S+1 = 2
E_HOMO (spin up / spin down) = -0.191 / -0.186 Ha
energy relative to the best compared isomer or geometry (same formula, charge and spin) = 42.2 kJ/mol
HOMO-LUMO gap (spin up / spin down) = 7.4 / 6.2 eV
charge = -1

Geometry (Å):
Pb (-0.32, -0.03, 0.11)
S (1.34, 1.99, 1.87)
P (1.42, 3.08, 0.21)
C (0.67, 2.24, -1.15)
P (1.67, 1.60, -2.46)
S (2.88, 0.15, -1.91)
C (0.52, 1.04, -3.76)
C (-0.53, 1.88, -4.16)
C (-1.37, 1.48, -5.18)
C (-1.20, 0.24, -5.79)
C (-0.17, -0.60, -5.38)
C (0.70, -0.19, -4.37)
C (2.54, 2.95, -3.36)
C (2.18, 4.28, -3.21)
C (2.84, 5.27, -3.92)
C (3.87, 4.93, -4.79)
C (4.22, 3.60, -4.96)
C (3.56, 2.61, -4.24)
C (3.12, 3.71, 0.00)
C (3.40, 5.02, -0.37)
C (4.71, 5.44, -0.57)
C (5.75, 4.54, -0.40)
C (5.48, 3.23, -0.02)
C (4.18, 2.82, 0.19)
C (0.43, 4.61, 0.39)
C (0.60, 5.39, 1.53)
C (-0.15, 6.54, 1.71)
C (-1.09, 6.91, 0.75)
C (-1.27, 6.14, -0.38)
C (-0.51, 4.98, -0.56)
H (-0.67, 2.83, -3.67)
H (-2.18, 2.13, -5.50)
H (-1.88, -0.08, -6.57)
H (-0.05, -1.58, -5.81)
H (1.48, -0.85, -4.02)
H (1.38, 4.55, -2.53)
H (2.56, 6.31, -3.79)
H (4.39, 5.71, -5.34)
H (5.02, 3.33, -5.64)
H (3.85, 1.57, -4.35)
H (2.59, 5.73, -0.51)
H (4.91, 6.46, -0.86)
H (6.77, 4.86, -0.57)
H (6.29, 2.52, 0.11)
H (3.96, 1.80, 0.50)
H (1.32, 5.08, 2.28)
H (-0.01, 7.14, 2.60)
H (-1.69, 7.81, 0.90)
H (-2.01, 6.42, -1.12)
H (-0.66, 4.36, -1.43)
C (4.92, -2.77, 1.59)
C (3.64, -2.38, 2.29)
C (3.44, -2.59, 3.65)
C (2.24, -2.23, 4.24)
C (1.27, -1.68, 3.43)
Br (-0.43, -1.19, 4.15)
N (1.44, -1.45, 2.15)
C (2.60, -1.80, 1.59)
H (5.57, -3.34, 2.24)
H (5.45, -1.88, 1.24)
H (4.70, -3.38, 0.71)
H (4.22, -3.04, 4.25)
H (2.05, -2.38, 5.30)
H (2.69, -1.58, 0.52)
C (-3.86, 2.80, 0.99)
C (-4.92, 1.95, 1.28)
C (-4.73, 0.58, 1.26)
C (-3.48, 0.03, 0.95)
C (-2.39, 0.88, 0.67)
C (-2.62, 2.26, 0.69)
C (-3.29, -1.46, 0.95)
C (-4.37, -2.35, 1.21)
C (-4.12, -3.68, 1.34)
C (-2.81, -4.18, 1.19)
C (-2.48, -5.55, 1.34)
C (-1.20, -5.97, 1.13)
C (-0.20, -5.05, 0.74)
C (-0.50, -3.73, 0.59)
C (-1.81, -3.26, 0.84)
N (-2.07, -1.92, 0.75)
H (-4.00, 3.87, 1.00)
H (-5.90, 2.35, 1.52)
H (-5.57, -0.06, 1.50)
H (-1.79, 2.93, 0.48)
H (-5.37, -1.98, 1.30)
H (-4.93, -4.37, 1.55)
H (-3.26, -6.26, 1.59)
H (-0.94, -7.02, 1.24)
H (0.79, -5.39, 0.50)
H (0.24, -3.03, 0.22)
N (-2.35, -1.05, -2.80)
C (-1.67, -0.46, -2.08)
H (-2.68, -1.70, -3.50)
F (-0.54, -3.10, -2.37)
As (0.17, -4.45, -3.22)
F (-1.09, -4.33, -4.41)
F (1.14, -3.35, -4.14)
F (0.87, -5.79, -4.05)
F (1.41, -4.53, -2.00)
F (-0.81, -5.53, -2.30)